Record 1
Computed, not measured: the molecule C3H10N2S, with the ωB97M-V functional and the def2-TZVPD basis.

Calculated values
structure (SMILES) = NC[C@H](N)CS
gap between HOMO and LUMO = 10.00 eV

Each atom is followed by the atoms it is bonded to, with distances in Å.
Atoms and positions in Å:
1 N 0.238 -1.197 1.441  C2 1.502, H7 1.014, H9 1.015
2 C 0.038 -0.491 0.131  N1 1.502, C3 1.530, C5 1.533, H10 1.095
3 C -0.765 0.789 0.375  C2 1.530, S4 1.816, H11 1.091, H12 1.085
4 S 0.196 2.326 0.274  C3 1.816, H8 1.339
5 C -0.509 -1.375 -0.996  C2 1.533, N6 1.454, H13 1.084, H14 1.102
6 N 0.568 -2.043 -1.710  C5 1.454, H15 1.014, H16 1.017
7 H 0.190 -2.207 1.358  N1 1.014
8 H 0.944 2.101 1.362  S4 1.339
9 H -0.539 -0.938 2.039  N1 1.015
10 H 1.070 -0.195 -0.081  C2 1.095
11 H -1.536 0.880 -0.391  C3 1.091
12 H -1.295 0.793 1.322  C3 1.085
13 H -1.050 -0.746 -1.694  C5 1.084
14 H -1.204 -2.054 -0.476  C5 1.102
15 H 1.270 -2.502 -1.142  N6 1.014
16 H 0.163 -2.813 -2.236  N6 1.017

natural (NBO) atomic charge list, values in e, 8 entries: number 1, N, carries -0.836; number 2, C, carries -0.086; number 3, C, carries -0.520; number 4, S, carries -0.031; number 5, C, carries -0.224; number 6, N, carries -0.829; number 7, H, carries 0.353; number 8, H, carries 0.122


Record 2
Computed, not measured: the molecule C3H10N2S, with the ωB97M-V functional and the def2-TZVPD basis.

Calculated values
structure (SMILES) = NC[C@H](N)CS
gap between HOMO and LUMO = 9.98 eV

Each atom is followed by the atoms it is bonded to, with distances in Å.
Atoms and positions in Å:
1 C -1.191 -0.224 0.611  C2 1.483, H6 1.082, H7 1.101, N14 1.490
2 C 0.175 0.353 0.563  C1 1.483, C3 1.496, H8 1.075, N15 1.479
3 C 1.196 -0.558 -0.042  C2 1.496, H11 1.088, H12 1.094, S16 1.840
4 H -2.908 -0.114 -0.478  N14 1.034
5 H -1.841 -0.988 -1.312  N14 1.044
6 H -1.776 0.382 1.289  C1 1.082
7 H -1.258 -1.254 0.994  C1 1.101
8 H 0.371 0.585 1.594  C2 1.075
9 H 1.021 2.022 -0.332  N15 1.083
10 H -0.442 1.398 -0.968  N15 1.021
11 H 0.894 -0.823 -1.053  C3 1.088
12 H 1.258 -1.481 0.543  C3 1.094
13 H 3.476 -0.947 -0.517  S16 1.293
14 N -1.899 -0.146 -0.697  C1 1.490, H4 1.034, H5 1.044
15 N 0.025 1.666 -0.100  C2 1.479, H9 1.083, H10 1.021
16 S 2.901 0.131 -0.094  C3 1.840, H13 1.293

natural (NBO) atomic charge list, values in e, 8 entries: number 1, C, carries -0.216; number 2, C, carries -0.105; number 3, C, carries -0.506; number 4, H, carries 0.364; number 5, H, carries 0.358; number 6, H, carries 0.207; number 7, H, carries 0.180; number 8, H, carries 0.197


Record 3
Computed, not measured: a cluster of 2 separate species, C3H10N2S in total, with the ωB97M-V functional and the def2-TZVPD basis.

Calculated values
structure (SMILES) = [H]/N=C/N.CSC
gap between HOMO and LUMO = 9.36 eV

Each atom is followed by the atoms it is bonded to, with distances in Å.
Atoms and positions in Å:
1 C -0.833 -3.148 -0.476  S2 1.794, H4 1.087, H5 1.091, H6 1.083
2 S 0.144 -3.965 0.787  C1 1.794, C3 1.805
3 C 0.720 -5.481 -0.004  S2 1.805, H7 1.078, H8 1.089, H9 1.093
4 H -1.109 -3.866 -1.244  C1 1.087
5 H -0.361 -2.269 -0.918  C1 1.091
6 H -1.771 -2.773 -0.085  C1 1.083
7 H 1.788 -5.598 0.087  C3 1.078
8 H 0.185 -6.352 0.371  C3 1.089
9 H 0.446 -5.414 -1.061  C3 1.093
10 N -0.118 6.318 1.046  C11 1.366, H13 1.000, H14 1.004
11 C 0.089 5.208 0.277  N10 1.366, N12 1.261, H15 1.092
12 N 0.843 5.232 -0.733  C11 1.261, H16 1.007
13 H -0.576 6.206 1.928  N10 1.000
14 H 0.052 7.210 0.617  N10 1.004
15 H -0.402 4.315 0.669  C11 1.092
16 H 0.905 4.376 -1.261  N12 1.007

natural (NBO) atomic charge list, values in e, 8 entries: number 1, C, carries -0.752; number 2, S, carries 0.176; number 3, C, carries -0.741; number 4, H, carries 0.218; number 5, H, carries 0.214; number 6, H, carries 0.224; number 7, H, carries 0.225; number 8, H, carries 0.217


Record 4
Computed, not measured: a cluster of 2 separate species, C3H10N2S in total, with the ωB97M-V functional and the def2-TZVPD basis.

Calculated values
gap between HOMO and LUMO = 9.30 eV

Each atom is followed by the atoms it is bonded to, with distances in Å.
Atoms and positions in Å:
1 C 2.565 -0.044 2.172  C3 1.344, H7 1.061, H8 1.092
2 C -2.527 -0.007 -2.145  S6 1.958, H10 1.081, H11 1.169, H12 1.045
3 C 2.119 -0.994 1.331  C1 1.344, H13 1.115, H14 1.093
4 N 0.386 0.766 -1.765  S6 1.859, H9 0.972, H15 1.055
5 N -1.047 -1.394 -0.641  S6 1.517, H16 0.964
6 S -1.081 0.110 -0.830  C2 1.958, N4 1.859, N5 1.517
7 H 2.588 -0.037 3.233  C1 1.061
8 H 3.024 0.809 1.669  C1 1.092
9 H 0.729 0.276 -2.532  N4 0.972
10 H -3.110 0.869 -1.898  C2 1.081
11 H -1.967 0.202 -3.150  C2 1.169
12 H -3.086 -0.889 -2.155  C2 1.045
13 H 1.531 -1.815 1.802  C3 1.115
14 H 2.323 -1.119 0.265  C3 1.093
15 H -0.044 1.612 -2.226  N4 1.055
16 H -0.298 -1.702 -0.117  N5 0.964

natural (NBO) atomic charge list, values in e, 8 entries: number 1, C, carries -0.382; number 2, C, carries -0.716; number 3, C, carries -0.400; number 4, N, carries -1.030; number 5, N, carries -1.148; number 6, S, carries 1.176; number 7, H, carries 0.202; number 8, H, carries 0.187


Record 5
Computed, not measured: the ion C3H10N2S2 with charge -1, with the ωB97M-V functional and the def2-TZVPD basis.

Calculated values
net charge = -1
gap between HOMO and LUMO (spin up / spin down) = 3.57 / 6.94 eV
multiplicity = 2

Each atom is followed by the atoms it is bonded to, with distances in Å.
Atoms and positions in Å:
1 S 1.985 -1.082 1.583  S2 2.110, H8 1.365
2 S 0.633 0.537 1.609  S1 2.110, C3 1.874
3 C -0.716 -0.226 0.556  S2 1.874, C4 1.520, H9 1.135, H10 1.200
4 C -0.969 0.596 -0.698  C3 1.520, C5 1.609, N7 1.425, H11 1.114
5 C -1.857 -0.399 -1.598  C4 1.609, N6 1.552, H12 1.122, H13 1.208
6 N -2.028 0.005 -3.086  C5 1.552, H14 0.984, H15 1.035
7 N 0.129 1.163 -1.407  C4 1.425, H16 1.025, H17 1.022
8 H 2.877 -0.538 2.460  S1 1.365
9 H -1.801 -0.280 0.886  C3 1.135
10 H -0.325 -1.348 0.389  C3 1.200
11 H -1.541 1.514 -0.433  C4 1.114
12 H -2.884 -0.467 -1.149  C5 1.122
13 H -1.387 -1.510 -1.663  C5 1.208
14 H -1.406 -0.376 -3.746  N6 0.984
15 H -2.123 1.008 -3.325  N6 1.035
16 H 0.974 0.587 -1.483  N7 1.025
17 H 0.277 2.133 -1.122  N7 1.022

natural (NBO) atomic charge list, values in e, 8 entries: number 1, S, carries -0.626; number 2, S, carries -0.299; number 3, C, carries -0.550; number 4, C, carries -0.099; number 5, C, carries -0.216; number 6, N, carries -0.885; number 7, N, carries -0.868; number 8, H, carries 0.123


Record 6
Computed, not measured: a cluster of 2 separate species, C3H10N3 in total, with the ωB97M-V functional and the def2-TZVPD basis.

Calculated values
net charge = +1
gap between HOMO and LUMO = 8.18 eV

Each atom is followed by the atoms it is bonded to, with distances in Å.
Atoms and positions in Å:
1 C -2.956 0.177 0.044  C2 1.377, N4 1.151
2 C -2.186 0.019 -1.086  C1 1.377, H7 1.104, H9 1.084, H14 1.112
3 C 2.289 0.812 -0.183  N5 1.447, H10 1.093, H11 1.138, H12 1.225
4 N -3.730 0.239 0.895  C1 1.151, H13 0.955
5 N 1.081 0.032 -0.333  C3 1.447, N6 1.436, H8 0.998
6 N 0.586 -0.432 0.933  N5 1.436, H15 0.979, H16 1.059
7 H -2.282 0.793 -1.867  C2 1.104
8 H 1.189 -0.815 -0.851  N5 0.998
9 H -2.377 -0.935 -1.563  C2 1.084
10 H 2.896 1.044 -1.062  C3 1.093
11 H 2.087 1.767 0.402  C3 1.138
12 H 3.149 0.325 0.541  C3 1.225
13 H -4.347 0.577 1.540  N4 0.955
14 H -1.101 -0.005 -0.844  C2 1.112
15 H 0.767 0.325 1.527  N6 0.979
16 H 1.249 -1.171 1.302  N6 1.059

natural (NBO) atomic charge list, values in e, 8 entries: number 1, C, carries 0.739; number 2, C, carries -0.846; number 3, C, carries -0.453; number 4, N, carries -0.416; number 5, N, carries -0.492; number 6, N, carries -0.676; number 7, H, carries 0.329; number 8, H, carries 0.360


Record 7
Computed, not measured: a cluster of 2 separate species, C3H10N3 in total, with the ωB97M-V functional and the def2-TZVPD basis.

Calculated values
net charge = +1
gap between HOMO and LUMO = 10.23 eV

Each atom is followed by the atoms it is bonded to, with distances in Å.
Atoms and positions in Å:
1 C 2.258 0.015 0.150  N4 1.175, N5 1.298
2 C -2.749 -1.295 -0.004  H7 1.005, H8 1.027, H9 1.094, H10 1.173
3 C -0.676 1.110 -0.721  N6 1.445, H11 1.100, H12 1.227, H13 1.117
4 N 1.192 -0.309 -0.223  C1 1.175, N6 1.300
5 N 3.510 0.237 -0.111  C1 1.298, H14 0.990, H15 0.977
6 N -0.093 -0.114 -0.220  C3 1.445, N4 1.300, H16 0.999
7 H -2.821 -1.580 -0.964  C2 1.005
8 H -2.252 -1.990 0.566  C2 1.027
9 H -2.645 -0.221 0.175  C2 1.094
10 H -3.860 -1.668 0.051  C2 1.173
11 H -1.770 1.096 -0.825  C3 1.100
12 H -0.662 2.018 0.104  C3 1.227
13 H -0.381 1.553 -1.703  C3 1.117
14 H 4.145 0.262 0.649  N5 0.990
15 H 3.897 0.639 -0.913  N5 0.977
16 H -0.535 -0.874 -0.695  N6 0.999

natural (NBO) atomic charge list, values in e, 8 entries: number 1, C, carries 0.615; number 2, C, carries -0.908; number 3, C, carries -0.493; number 4, N, carries -0.075; number 5, N, carries -0.738; number 6, N, carries -0.332; number 7, H, carries 0.224; number 8, H, carries 0.223


Results for relative energy (zero: lowest compared OMol25 entry of this formula, charge and spin): 12.6, 10.9, 13.8, 92.6, 46.5, 104.1, 124.5 (in kcal per mole, following the order of the records).